Record 1
Molecular formula: C6H10O
Method: DFT, ωB97M-V/def2-TZVPD

Geometry (Å):
C  -1.37  -0.36  1.48
C  -0.53  0.75  0.89
O  0.88  0.49  1.04
C  1.11  0.54  -0.36
C  1.62  -0.79  -0.94
C  -0.83  -0.15  -1.62
C  -0.41  0.86  -0.64
H  -1.07  -1.33  1.08
H  -1.24  -0.40  2.57
H  -2.44  -0.20  1.26
H  -0.80  1.71  1.35
H  1.77  1.38  -0.63
H  1.52  -1.56  -0.18
H  2.66  -0.73  -1.27
H  1.03  -1.07  -1.83
H  -1.12  -1.07  -1.07
H  -0.55  1.88  -1.03

## Properties
**Calculated total energy**: -309.67226 a.u.
**Orbital gap**: 0.307 hartree
**Energy relative to the best compared isomer or geometry (same formula, charge and spin)**: 106.75 kcal per mole
**Molecular weight**: 98.14 g/mol

***

Record 2
Molecular formula: C41H61BrN7O4PS2
Method: DFT, ωB97M-V/def2-TZVPD

Geometry (Å):
C  -7.43  -0.44  1.71
C  -6.69  0.47  1.35
C  -5.63  1.59  1.29
C  -6.04  2.97  0.90
C  -5.01  4.08  0.84
C  -3.56  3.88  1.12
C  -2.60  5.13  1.03
C  -1.61  5.12  -0.22
C  -0.41  6.13  0.15
C  -0.88  7.47  0.86
N  -0.80  7.43  2.36
C  -3.11  2.47  1.49
C  -1.56  2.20  1.76
C  -1.01  1.01  0.84
C  0.04  1.46  -0.26
S  1.04  -0.02  -0.75
C  -0.07  -1.46  -1.09
S  -1.48  -1.16  -1.91
N  0.42  -2.72  -0.63
C  0.49  -2.82  0.85
C  1.40  -4.07  1.28
C  -0.23  -3.89  -1.27
C  -1.64  -4.33  -0.68
C  -4.15  1.36  1.59
P  -3.69  -0.42  2.10
C  -3.87  -1.57  0.61
O  -4.79  -0.94  3.31
C  -5.84  5.34  0.41
O  -5.69  6.53  0.59
N  -7.00  4.76  -0.28
C  -6.93  4.65  -1.75
C  -6.84  3.16  -2.31
O  -5.79  2.67  -2.65
Br  -8.43  1.98  -2.52
C  -7.43  3.59  0.48
O  -8.57  3.27  0.73
H  -8.13  -1.22  2.10
H  -3.23  6.07  1.04
H  -1.98  5.13  1.99
H  -1.19  4.09  -0.40
H  -2.16  5.51  -1.13
H  0.33  5.62  0.85
H  0.16  6.45  -0.79
H  -1.93  7.80  0.54
H  -0.14  8.28  0.55
H  -1.75  7.36  2.76
H  -0.31  6.59  2.68
H  -1.45  1.92  2.85
H  -0.98  3.17  1.61
H  -0.56  0.19  1.47
H  -1.92  0.60  0.28
H  -0.43  1.89  -1.20
H  0.78  2.23  0.13
H  -0.51  -2.84  1.38
H  1.05  -1.91  1.26
H  2.33  -4.15  0.61
H  0.86  -5.06  1.18
H  1.82  -3.95  2.33
H  0.47  -4.77  -1.20
H  -0.39  -3.70  -2.39
H  -1.68  -4.44  0.44
H  -1.85  -5.37  -1.11
H  -2.51  -3.69  -1.04
H  -4.54  -2.42  0.91
H  -4.18  -1.04  -0.34
H  -2.83  -2.00  0.42
H  -5.27  -1.68  2.88
H  -7.87  5.11  -2.17
H  -6.05  5.24  -2.18
C  5.36  -6.07  0.04
C  5.85  -4.63  -0.03
C  6.60  -4.19  1.24
C  5.69  -4.29  2.42
N  4.99  -4.36  3.34
H  4.64  -6.21  0.85
H  4.86  -6.35  -0.89
H  6.19  -6.76  0.20
H  4.99  -3.97  -0.20
H  6.51  -4.52  -0.89
H  6.94  -3.16  1.13
H  7.47  -4.82  1.40
C  -2.35  -0.28  -7.02
C  -1.37  0.76  -6.51
C  0.08  0.26  -6.50
C  0.20  -0.93  -5.60
N  0.29  -1.84  -4.91
H  -2.37  -1.17  -6.38
H  -3.37  0.13  -7.04
H  -2.10  -0.60  -8.04
H  -1.67  1.06  -5.50
H  -1.43  1.65  -7.14
H  0.74  1.05  -6.14
H  0.40  -0.02  -7.51
C  7.66  -8.84  4.19
C  6.94  -7.51  4.38
C  5.44  -7.68  4.62
C  4.81  -8.36  3.45
N  4.32  -8.89  2.55
H  7.30  -9.38  3.31
H  8.73  -8.67  4.05
H  7.53  -9.48  5.07
H  7.10  -6.89  3.49
H  7.38  -6.98  5.22
H  4.97  -6.70  4.76
H  5.26  -8.27  5.52
C  5.10  4.18  -1.16
C  4.35  5.43  -0.71
C  3.05  5.11  0.01
C  2.13  4.35  -0.89
N  1.42  3.77  -1.59
H  4.52  3.60  -1.88
H  6.04  4.46  -1.65
H  5.34  3.54  -0.31
H  4.15  6.05  -1.59
H  5.00  6.01  -0.05
H  2.55  6.03  0.33
H  3.24  4.51  0.91

## Properties
**Calculated total energy**: -5994.58463 a.u.
**Orbital gap**: 0.270 hartree
**SMILES string**: C#Cc1c2c(c(CCCCN)c(CCCSC(=S)N(CC)CC)c1P(C)O)C(=O)N(CC(=O)Br)C2=O.CCCC#N.CCCC#N.CCCC#N.CCCC#N
**Molecular weight**: 891.00 g/mol

***

Record 3
Molecular formula: C37H39Cl8F5O
Method: DFT, ωB97M-V/def2-TZVPD

Geometry (Å):
F  4.69  -4.45  -3.25
C  4.16  -3.89  -2.13
C  2.84  -3.50  -2.25
C  2.17  -3.14  -1.08
C  2.85  -3.22  0.14
C  4.17  -3.41  0.26
C  4.83  -3.75  -0.93
H  2.49  -3.58  -3.27
H  1.13  -2.85  -1.01
H  2.27  -3.11  1.04
H  4.66  -3.39  1.22
H  5.83  -4.15  -0.88
F  -4.08  -1.23  -5.61
C  -4.23  -0.20  -4.69
C  -4.46  -0.52  -3.38
C  -4.62  0.54  -2.46
C  -4.58  1.87  -2.94
C  -4.29  2.13  -4.25
C  -4.16  1.09  -5.15
H  -4.60  -1.56  -3.14
H  -4.88  0.30  -1.44
H  -4.84  2.61  -2.19
H  -4.29  3.08  -4.78
H  -3.92  1.20  -6.20
F  2.07  0.32  -0.84
C  0.93  0.19  -0.10
C  0.98  -0.01  1.25
C  -0.18  0.08  1.97
C  -1.40  0.36  1.35
C  -1.49  0.40  0.00
C  -0.32  0.38  -0.74
H  1.92  -0.24  1.71
H  -0.17  0.08  3.05
H  -2.29  0.47  1.94
H  -2.44  0.63  -0.46
H  -0.46  0.59  -1.79
F  -5.07  -2.92  4.54
C  -4.20  -1.89  4.71
C  -4.49  -0.60  4.30
C  -3.58  0.38  4.64
C  -2.28  0.09  5.11
C  -1.97  -1.25  5.35
C  -2.91  -2.25  5.11
H  -5.46  -0.34  3.90
H  -3.78  1.43  4.48
H  -1.63  0.93  5.31
H  -0.97  -1.50  5.68
H  -2.49  -3.25  5.11
F  4.41  3.96  -0.59
C  4.84  3.19  -1.62
C  6.24  3.04  -1.88
C  6.68  2.23  -2.90
C  5.75  1.64  -3.76
C  4.36  1.80  -3.52
C  3.92  2.53  -2.37
H  6.87  3.56  -1.18
H  7.73  2.21  -3.15
H  5.96  0.91  -4.52
H  3.65  1.20  -4.06
H  2.85  2.49  -2.20
C  -0.55  0.07  -5.14
Cl  -0.56  1.70  -4.41
Cl  -0.88  -1.12  -3.93
H  -1.36  0.08  -5.87
H  0.43  -0.05  -5.60
C  5.23  -0.06  0.21
Cl  6.73  -0.98  0.53
Cl  4.60  0.52  1.75
H  5.32  0.88  -0.33
H  4.52  -0.82  -0.12
C  3.16  -1.20  4.69
Cl  2.57  -2.71  3.80
Cl  1.70  -0.52  5.53
H  3.88  -1.51  5.44
H  3.66  -0.47  4.05
C  -2.35  -3.35  1.30
Cl  -3.21  -3.07  -0.20
Cl  -0.89  -4.32  1.06
H  -2.16  -2.39  1.79
H  -3.12  -3.84  1.90
C  -3.33  3.36  3.02
C  -3.91  2.92  1.68
O  -4.39  1.81  1.56
C  -4.04  3.99  0.65
H  -2.46  2.76  3.29
H  -4.05  3.38  3.83
H  -2.93  4.37  2.88
H  -5.08  4.31  0.61
H  -3.78  3.69  -0.37
H  -3.46  4.87  0.90

## Properties
**Calculated total energy**: -5689.29820 a.u.
**Orbital gap (alpha / beta)**: 0.056 / 0.326 hartree
**Charge**: -1
**⟨S²⟩**: 0.751
**Molecular weight**: 878.33 g/mol
**Multiplicity**: 2

***

Record 4
Molecular formula: C31H22ClFeN3O9
Method: DFT, ωB97M-V/def2-TZVPD

Geometry (Å):
Fe  0.32  2.30  0.43
O  2.12  4.73  3.19
C  1.65  4.25  2.17
O  0.90  3.16  2.09
C  2.08  4.75  0.79
C  2.76  5.92  0.47
C  2.84  6.14  -0.95
C  2.22  5.35  -1.91
C  1.59  4.17  -1.43
N  1.64  3.86  -0.12
C  0.58  3.37  -2.21
O  0.37  3.70  -3.37
O  0.02  2.42  -1.49
H  3.27  6.48  1.25
H  3.34  6.98  -1.38
H  2.43  5.47  -3.03
O  0.36  -3.55  2.63
C  0.82  -2.64  1.99
N  1.89  -2.83  1.09
C  1.93  -1.74  0.18
C  0.97  -0.75  0.98
O  0.85  0.50  0.66
N  0.28  -1.36  1.92
C  3.35  -1.20  0.13
C  4.17  -1.29  -1.00
C  5.47  -0.80  -1.00
C  5.95  -0.18  0.19
C  5.17  -0.15  1.35
C  3.83  -0.52  1.28
C  1.23  -1.99  -1.13
C  1.10  -0.95  -2.08
C  0.46  -1.13  -3.29
C  -0.02  -2.46  -3.57
C  -0.01  -3.45  -2.59
C  0.59  -3.24  -1.36
H  2.32  -3.75  1.03
H  3.81  -1.77  -1.90
H  6.13  -0.98  -1.84
H  6.93  0.30  0.21
H  5.55  0.24  2.28
H  3.19  -0.37  2.13
H  1.55  0.07  -1.94
H  0.29  -0.34  -3.96
H  -0.40  -2.69  -4.59
H  -0.44  -4.43  -2.85
H  0.71  -4.05  -0.54
C  -5.40  -1.78  -1.28
C  -5.48  -2.02  0.18
C  -6.43  -2.84  0.80
C  -6.51  -2.93  2.22
Cl  -7.57  -4.03  3.00
C  -5.59  -2.21  2.99
C  -4.61  -1.43  2.39
C  -4.56  -1.26  1.03
O  -3.75  -0.39  0.41
C  -2.45  0.04  0.91
C  -2.43  1.50  1.44
O  -3.29  1.85  2.17
O  -1.50  2.27  0.92
H  -6.41  -1.70  -1.70
H  -4.85  -2.50  -1.86
H  -4.85  -0.82  -1.46
H  -7.08  -3.48  0.15
H  -5.56  -2.23  4.07
H  -3.84  -0.85  2.97
H  -1.82  -0.08  0.03
H  -2.16  -0.66  1.70

## Properties
**Calculated total energy**: -3760.04831 a.u.
**Orbital gap (alpha / beta)**: 0.235 / 0.182 hartree
**Charge**: -2
**⟨S²⟩**: 6.024
**Molecular weight**: 671.83 g/mol
**Multiplicity**: 5

***

Record 5
Molecular formula: C30H50AuN2O4PSSi
Method: DFT, ωB97M-V/def2-TZVPD

Geometry (Å):
Au  -0.61  1.07  -0.08
N  -0.91  0.77  2.04
C  -1.22  0.87  3.15
C  -1.60  0.99  4.52
C  -2.93  0.78  4.88
C  -3.27  0.90  6.22
C  -2.30  1.21  7.16
C  -0.98  1.41  6.79
C  -0.61  1.30  5.46
H  -3.67  0.53  4.13
H  -4.30  0.74  6.52
H  -2.58  1.30  8.20
H  -0.23  1.65  7.53
H  0.42  1.44  5.15
C  -2.60  2.06  -2.31
P  -0.86  1.58  -2.29
C  -0.68  0.27  -3.51
C  0.15  2.98  -2.71
C  1.51  2.78  -2.97
C  2.30  3.87  -3.29
C  1.75  5.15  -3.35
C  0.40  5.34  -3.08
C  -0.40  4.25  -2.76
H  -2.82  2.83  -1.56
H  -3.22  1.19  -2.12
H  -2.82  2.45  -3.30
H  -0.82  0.72  -4.49
H  -1.43  -0.50  -3.35
H  0.30  -0.19  -3.45
H  1.95  1.80  -2.93
H  3.35  3.73  -3.51
H  2.37  5.99  -3.61
H  -0.03  6.33  -3.14
H  -1.45  4.42  -2.56
C  3.06  -3.53  -2.63
C  1.65  -3.41  -3.19
C  1.62  -2.48  -4.39
C  1.06  -4.77  -3.51
O  0.75  -2.82  -2.19
Si  0.82  -2.28  -0.68
S  1.24  -0.07  -0.77
O  2.19  -2.54  0.11
C  2.54  -3.13  1.41
C  4.06  -3.08  1.46
C  2.02  -4.55  1.44
C  1.92  -2.26  2.49
O  -0.48  -2.72  0.15
C  -1.91  -2.91  -0.02
C  -2.58  -2.24  1.16
C  -2.13  -4.41  -0.02
C  -2.37  -2.28  -1.33
H  3.72  -3.91  -3.42
H  3.11  -4.23  -1.79
H  3.46  -2.57  -2.31
H  2.20  -2.92  -5.21
H  2.08  -1.52  -4.15
H  0.60  -2.34  -4.74
H  1.69  -5.29  -4.23
H  0.06  -4.66  -3.94
H  1.00  -5.38  -2.61
H  4.49  -3.68  0.65
H  4.41  -3.48  2.41
H  4.41  -2.06  1.36
H  2.47  -5.15  0.65
H  0.93  -4.57  1.33
H  2.26  -5.02  2.39
H  2.26  -1.23  2.38
H  2.24  -2.61  3.48
H  0.83  -2.29  2.45
H  -2.24  -2.68  2.10
H  -3.67  -2.37  1.10
H  -2.36  -1.17  1.18
H  -1.76  -4.84  0.91
H  -1.61  -4.87  -0.86
H  -3.19  -4.64  -0.10
H  -2.20  -1.20  -1.29
H  -3.44  -2.45  -1.46
H  -1.84  -2.70  -2.18
C  0.08  6.86  1.46
N  -0.37  5.50  1.16
C  -1.73  5.16  1.51
C  0.47  4.60  0.65
O  0.21  3.42  0.40
H  -0.52  7.57  0.90
H  1.12  6.97  1.18
H  -0.02  7.06  2.52
H  -2.41  5.93  1.15
H  -1.84  5.08  2.60
H  -2.00  4.21  1.06
H  1.47  4.99  0.45

## Properties
**Calculated total energy**: -2748.00547 a.u.
**Orbital gap (alpha / beta)**: 0.239 / 0.239 hartree
**Charge**: +2
**Energy relative to the best compared isomer or geometry (same formula, charge and spin)**: 18.84 kcal per mole
**Molecular weight**: 790.83 g/mol